Computed, not measured: a structure of composition C33H47BrMoN2O4Se in a non-equilibrium geometry, with ωB97M-V/def2-TZVPD.

* gap between HOMO and LUMO: 6.73 eV
* HOMO energy: -13.84 eV
* total charge: +2
* energy: -6739.2772 Eh
* lowest unoccupied orbital energy: -7.1109 eV

Cartesian coordinates (Å):
Mo1 -0.1592 0.1291 0.2624
C1 3.6857 -0.9653 -0.9131
C2 3.2764 -0.2595 0.3770
C3 4.4249 -0.1127 1.3457
O1 2.1493 -0.9595 0.9932
C4 2.6904 1.0905 0.0257
O2 3.2108 2.1467 0.0847
O3 1.3584 0.9511 -0.3916
H1 4.0789 -1.9568 -0.6804
H2 4.4692 -0.4016 -1.4217
H3 2.8407 -1.0749 -1.5895
H4 4.8832 -1.0857 1.5281
H5 4.0761 0.2959 2.2942
H6 5.1830 0.5533 0.9349
H7 2.4680 -1.8421 1.2241
C5 -4.1521 -5.6910 4.2552
C6 -2.7619 -5.1856 4.6857
C7 -2.8519 -4.6174 6.1046
C8 -1.7737 -6.3594 4.6851
C9 -2.3310 -4.1154 3.6836
C10 -2.5646 -2.7622 3.9298
C11 -2.1771 -1.8253 3.0041
Br1 -2.4948 -0.0105 3.3850
C12 -1.5588 -2.2160 1.8246
O4 -1.0845 -1.1893 0.9903
C13 -1.3539 -3.5497 1.4939
C14 -1.7515 -4.4634 2.4693
C15 -0.8658 -4.1298 0.1462
C16 -0.2215 -3.1234 -0.8246
C17 0.1669 -5.2426 0.4014
C18 -2.1054 -4.7215 -0.5422
H8 -4.4805 -6.4902 4.9256
H9 -4.1300 -6.0903 3.2374
H10 -4.8941 -4.8887 4.2937
H11 -3.0170 -5.4318 6.8112
H12 -3.6876 -3.9234 6.2183
H13 -1.9307 -4.1056 6.3962
H14 -2.0224 -7.0386 5.5020
H15 -0.7438 -6.0211 4.8293
H16 -1.8218 -6.9432 3.7630
H17 -3.0412 -2.4303 4.8418
H18 -1.6051 -5.5138 2.2564
H19 0.6249 -2.6046 -0.3733
H20 -0.9437 -2.4080 -1.2198
H21 0.1635 -3.6663 -1.6884
H22 0.9217 -4.9315 1.1286
H23 0.6742 -5.4976 -0.5305
H24 -0.2941 -6.1582 0.7717
H25 -2.8914 -3.9688 -0.6461
H26 -2.5120 -5.5555 0.0338
H27 -1.8473 -5.0859 -1.5400
C19 2.5914 3.2387 2.7561
N1 1.7824 3.9239 1.7312
C20 2.1867 5.0787 1.0873
C21 1.2320 5.3854 0.1878
N2 0.2498 4.4175 0.3005
C22 -0.9939 4.4157 -0.4782
C23 0.6062 3.5248 1.2343
Se1 -0.4358 2.1169 1.9379
H28 2.8875 3.9611 3.5106
H29 3.4715 2.8095 2.2853
H30 1.9958 2.4592 3.2158
H31 3.1143 5.5721 1.3257
H32 1.1557 6.2051 -0.5072
H33 -1.5100 5.3607 -0.3354
H34 -1.6250 3.6108 -0.1184
H35 -0.7632 4.2822 -1.5324
C24 -3.6207 -0.1950 -0.7371
C25 -2.6285 0.3881 -1.7455
C26 -3.2436 1.6288 -2.4160
C27 -1.3104 0.7703 -1.1060
C28 -2.2038 -0.6281 -2.8291
C29 -1.1339 -0.3474 -3.6851
C30 -0.7712 -1.2388 -4.6842
C31 -1.4836 -2.4196 -4.8530
C32 -2.5569 -2.6967 -4.0191
C33 -2.9100 -1.8117 -3.0070
H36 -3.7644 0.5010 0.0918
H37 -3.2905 -1.1509 -0.3298
H38 -4.5904 -0.3464 -1.2129
H39 -3.5886 2.3512 -1.6684
H40 -4.1015 1.3222 -3.0156
H41 -2.5286 2.1219 -3.0809
H42 -0.8015 1.5790 -1.6370
H43 -0.5825 0.5843 -3.6010
H44 0.0551 -1.0012 -5.3431
H45 -1.2127 -3.1106 -5.6406
H46 -3.1359 -3.6013 -4.1600
H47 -3.7575 -2.0477 -2.3786



Computed, not measured: a structure of composition C33H47F3HgN9O3 in a non-equilibrium geometry, with ωB97M-V/def2-TZVPD.

* ΔE to the lowest compared entry with this formula, charge and spin: 0.00 kJ/mol
* gap between HOMO and LUMO (alpha / beta): 4.76 / 4.29 eV
* multiplicity: 2
* HOMO energy (alpha / beta): -0.45 / -0.45 eV
* total charge: -2
* energy: -2457.1640 Eh
* lowest unoccupied orbital energy (alpha / beta): 4.3090 / 3.8435 eV

Cartesian coordinates (Å):
Hg1 -1.2246 0.5783 -0.1344
N1 -0.5606 2.2509 2.9593
C1 0.5740 3.0844 2.5768
C2 1.7168 2.9592 3.5867
C3 2.3412 1.5714 3.8842
C4 3.7621 1.3549 3.3145
N2 4.0187 1.3408 1.8759
C5 3.7337 0.1172 1.1232
N3 3.4769 1.2614 -1.1682
N4 4.4284 -0.9797 1.7907
C6 1.0040 3.0047 1.1028
O1 2.1043 3.5140 0.8060
O2 0.1633 2.5300 0.3077
H1 -1.3069 2.3818 2.2778
H2 -0.3227 1.2630 2.8962
H3 0.2295 4.1263 2.6607
H4 1.3021 3.3407 4.5239
H5 2.5092 3.6435 3.2718
H6 1.6777 0.7510 3.6036
H7 2.4476 1.4788 4.9714
H8 4.1431 0.4030 3.6911
H9 4.3887 2.1493 3.7425
H10 3.5531 2.1373 1.4433
H11 3.2583 2.1271 -0.6779
H12 2.5841 0.8452 -1.4206
H13 5.4169 -0.9291 1.5538
H14 4.0812 -1.8682 1.4446
N5 0.3894 -3.5011 0.2577
C7 1.5473 -3.3717 -0.4542
C8 2.0049 -4.4214 -1.2509
C9 3.1919 -4.3042 -1.9639
C10 3.9377 -3.1610 -1.8904
C11 3.5345 -2.0607 -1.0777
C12 4.3814 -0.9529 -1.0735
C13 4.2427 0.3369 -0.3402
C14 2.2526 -0.2078 1.0205
N6 1.6936 -1.1722 0.4008
C15 2.3165 -2.1832 -0.3476
H15 -0.2385 -4.2068 -0.1040
H16 -0.1170 -2.6460 0.4967
H17 1.4049 -5.3210 -1.3264
H18 3.5210 -5.1234 -2.5928
H19 4.8556 -3.0626 -2.4579
H20 5.2480 -1.0286 -1.7208
H21 5.2467 0.7694 -0.2180
H22 1.5776 0.5180 1.4632
F1 -2.3844 3.4756 -0.9601
C16 -2.7444 2.1446 -0.9468
F2 -3.8858 2.1422 -0.1941
F3 -3.2220 1.9669 -2.2439
N7 0.4358 0.5888 -2.4574
C17 -0.0142 1.5135 -2.9825
N8 -0.5020 2.6304 -3.4643
C18 -0.1726 3.9229 -2.8820
C19 0.4491 4.7728 -3.9745
O3 -0.4151 4.8703 -5.1044
C20 -0.7071 3.5975 -5.6530
C21 -1.3639 2.6860 -4.6253
H23 0.4952 3.7783 -2.0315
H24 -1.0959 4.3809 -2.5169
H25 1.4091 4.3395 -4.2848
H26 0.6122 5.7932 -3.6278
H27 0.2199 3.1297 -6.0158
H28 -1.3732 3.7721 -6.5001
H29 -1.5139 1.6808 -5.0194
H30 -2.3337 3.0937 -4.3202
C22 -1.4473 -2.7764 3.4374
C23 -2.7633 -1.9960 3.4391
C24 -2.5311 -0.5867 3.9904
C25 -3.5242 -1.9358 2.1076
C26 -4.8970 -2.0663 2.1924
C27 -5.7289 -2.0408 1.0778
C28 -5.1107 -2.0108 -0.1626
C29 -3.7395 -1.8943 -0.3245
C30 -3.2352 -2.3481 -1.6937
C31 -2.1213 -1.6007 -2.4184
C32 -2.8434 -3.8291 -1.5807
C33 -2.8894 -1.6285 0.8248
N9 -1.6232 -1.2025 0.8138
H31 -1.1484 -2.9967 4.4676
H32 -0.6654 -2.2025 2.9482
H33 -1.5497 -3.7211 2.9007
H34 -3.4349 -2.5282 4.1294
H35 -2.0329 0.0134 3.2321
H36 -1.9030 -0.6038 4.8853
H37 -3.4763 -0.1040 4.2416
H38 -5.3370 -2.1907 3.1799
H39 -6.8060 -2.0921 1.1720
H40 -5.7202 -2.1271 -1.0559
H41 -4.1125 -2.2982 -2.3525
H42 -1.1789 -1.6619 -1.8802
H43 -2.3754 -0.5530 -2.5614
H44 -1.9717 -2.0481 -3.4066
H45 -1.9663 -3.9224 -0.9392
H46 -2.6020 -4.2552 -2.5590
H47 -3.6488 -4.4088 -1.1287



Computed, not measured: a structure of composition C33H47N8O4PS4Ta, with ωB97M-V/def2-TZVPD.

* ΔE to the lowest compared entry with this formula, charge and spin: 0.00 kJ/mol
* gap between HOMO and LUMO: 6.43 eV
* HOMO energy: -14.83 eV
* total charge: +3
* energy: -4015.1569 Eh
* lowest unoccupied orbital energy: -8.4002 eV

Cartesian coordinates (Å):
Ta1 0.2794 -0.2838 0.4118
C1 2.7541 -1.9322 1.1427
C2 2.3069 -1.6808 2.5685
N1 1.0561 -0.8354 2.5827
C3 0.0743 -1.3156 3.5969
C4 -0.6749 -2.5398 3.1223
S1 -1.2480 -2.2909 1.4181
C5 -0.4579 -3.7032 0.6165
C6 1.0446 -3.5843 0.6301
N2 1.5478 -2.2118 0.3263
H1 3.4498 -2.7733 1.1020
H2 3.2556 -1.0651 0.7223
H3 3.0857 -1.1731 3.1356
H4 2.0849 -2.6141 3.0824
H5 1.3604 0.0649 2.9470
H6 -0.6245 -0.5060 3.7946
H7 0.6001 -1.5276 4.5310
H8 -1.5443 -2.7163 3.7541
H9 -0.0606 -3.4380 3.1489
H10 -0.8523 -3.7357 -0.3932
H11 -0.7855 -4.6035 1.1376
H12 1.4604 -4.2654 -0.1129
H13 1.4337 -3.8904 1.5983
H14 1.8129 -2.2553 -0.6681
N3 -7.2547 -2.6979 -1.6692
C7 -6.0178 -2.1782 -1.6229
C8 -5.7907 -0.8314 -1.9829
C9 -4.5278 -0.3041 -1.9491
C10 -3.4540 -1.1002 -1.5190
C11 -3.6564 -2.4407 -1.1756
C12 -4.9176 -2.9727 -1.2264
S2 -1.9164 -0.3731 -1.4878
O1 -1.6772 0.2090 -0.0757
O2 -1.7664 0.6335 -2.4825
N4 -0.6937 -1.4165 -1.2956
C13 -0.2794 -2.1425 -2.4412
N5 -1.1049 -2.1067 -3.4754
C14 -0.7383 -2.7980 -4.5504
C15 0.4457 -3.5217 -4.5891
C16 1.2133 -3.5069 -3.4435
N6 0.8499 -2.8236 -2.3492
H15 -8.0339 -2.1546 -1.9980
H16 -7.4232 -3.6674 -1.4660
H17 -6.6216 -0.2210 -2.3116
H18 -4.3567 0.7159 -2.2674
H19 -2.8233 -3.0731 -0.9104
H20 -5.0759 -4.0160 -0.9858
H21 -1.4147 -2.7657 -5.3961
H22 0.7447 -4.0760 -5.4659
H23 2.1494 -4.0483 -3.3796
S3 2.4697 1.4751 1.6637
C17 3.8510 2.1307 0.9304
N7 4.4550 3.2005 1.4011
C18 5.7815 3.5163 0.8546
C19 5.8079 2.8785 -0.5294
S4 4.6956 1.4369 -0.4036
H24 4.1023 3.6612 2.2293
H25 6.5471 3.0972 1.5093
H26 5.9126 4.5945 0.8008
H27 6.8009 2.5352 -0.8059
H28 5.4225 3.5409 -1.3015
C20 0.3989 3.6060 3.4943
C21 -0.2074 2.2033 3.6096
P1 -0.9984 1.5358 2.0796
C22 -2.6024 0.7594 2.5871
C23 -3.1782 1.1533 3.9459
C24 -1.4913 3.0057 1.1187
C25 -2.6149 3.8259 1.7576
H29 0.9212 3.8418 4.4210
H30 -0.3670 4.3636 3.3527
H31 1.1113 3.6793 2.6755
H32 -0.9786 2.2084 4.3799
H33 0.5566 1.5087 3.9683
H34 -2.5104 -0.3243 2.5257
H35 -3.2923 1.0258 1.7857
H36 -2.5652 0.8017 4.7774
H37 -4.1625 0.6995 4.0588
H38 -3.3019 2.2302 4.0470
H39 -1.7858 2.6509 0.1330
H40 -0.5902 3.6036 0.9770
H41 -3.5560 3.2783 1.7810
H42 -2.7782 4.7233 1.1621
H43 -2.3864 4.1449 2.7731
O3 0.3777 1.6687 -0.6072
C26 1.2066 1.2368 -1.4614
N8 1.7166 0.0399 -1.1390
C27 2.6453 -0.3517 -2.1476
O4 3.3335 -1.3297 -2.0968
C28 2.5760 0.7270 -3.1848
C29 3.2294 0.8367 -4.3888
C30 2.9712 1.9806 -5.1511
C31 2.0937 2.9666 -4.7112
C32 1.4357 2.8523 -3.4867
C33 1.6985 1.7207 -2.7429
H44 3.9108 0.0701 -4.7333
H45 3.4610 2.1003 -6.1083
H46 1.9157 3.8330 -5.3334
H47 0.7443 3.6112 -3.1464



Question: Which of these has the highest total charge?
Answer: C33H47N8O4PS4Ta



Question: Which value of energy does entry 1 give?
Answer: -6739.2772 Eh



Question: The highest energy belongs to which entry?
Answer: C33H47F3HgN9O3